(1)
# C5H5N

A cluster of 2 separate species, C5H5N in total in a non-equilibrium geometry (wB97M-V/def2-TZVPD, OMol25).

Atoms and positions in Å:
C -1.13 0.57 0.83
C -0.47 1.29 -0.18
C -0.74 -0.78 0.73
C 0.10 0.33 -0.99
C 1.15 -0.59 -1.05
N -0.05 -0.99 -0.43
H -1.67 1.09 1.52
H -0.56 2.31 -0.23
H -0.91 -1.61 1.30
H 1.76 -1.19 -1.71
H 2.50 -0.43 0.21

Values from the calculation:
* multiplicity: 1
* total charge: 0
* LUMO level (spin up / spin down): 0.53 / 0.53 eV
* relative energy (zero: lowest compared OMol25 entry of this formula, charge and spin): 616.61 kJ/mol

Here are the natural (NBO) charges for atoms 1 to 4, given in e: C -0.24; C -0.24; C -0.01; C 0.06

***

(2)
# C5H5N

An isolated molecule of C5H5N in a non-equilibrium geometry (wB97M-V/def2-TZVPD, OMol25).

Atoms and positions in Å:
C 0.18 -0.01 -0.35
C -0.56 -0.78 0.38
C -1.29 -1.43 1.16
C 1.50 0.62 -0.59
C 0.25 1.22 -1.19
N -1.71 -1.99 2.17
H 1.95 1.24 0.20
H 2.14 -0.07 -1.18
H 0.10 1.19 -2.26
H 0.12 2.28 -0.77
H -2.68 -2.27 2.42

Values from the calculation:
* multiplicity: 1
* total charge: 0
* LUMO level: 0.05 eV
* relative energy (zero: lowest compared OMol25 entry of this formula, charge and spin): 414.16 kJ/mol

Here are the natural (NBO) charges for atoms 1 to 4, given in e: C 0.08; C -0.21; C 0.36; C -0.45